[1]
This record from the Open Molecules 2025 dataset describes C11H7NO6Re as an isolated structure. The level of theory is the ωB97M-V functional and the def2-TZVPD basis.

Structure (XYZ):
```
26
Properties=species:S:1:pos:R:3:forces:R:3
Re -0.719 0.130 0.009 -0.1 0.1 0.3
O -1.647 -0.456 -1.694 0.0 0.0 0.0
C -0.861 -1.085 -2.777 0.0 0.0 0.0
C 0.568 -1.146 -2.313 0.0 0.0 -0.1
C 1.551 -1.684 -3.106 0.0 0.0 0.0
C 2.859 -1.715 -2.627 0.0 0.0 0.0
C 3.148 -1.206 -1.366 0.0 0.0 0.0
C 2.126 -0.679 -0.615 0.1 0.0 0.0
N 0.847 -0.646 -1.077 -0.1 0.1 0.1
H -2.593 -0.378 -1.915 0.0 0.0 0.0
H -0.973 -0.466 -3.667 0.0 0.0 0.0
H -1.275 -2.078 -2.949 0.0 0.0 0.0
H 1.311 -2.076 -4.085 0.0 0.0 0.0
H 3.646 -2.135 -3.239 0.0 0.0 0.0
H 4.153 -1.217 -0.969 0.0 0.0 0.0
H 2.291 -0.269 0.373 0.0 0.0 0.0
O -1.924 2.811 5.433 0.0 0.0 0.0
C -1.702 2.299 4.394 0.0 0.0 0.0
C -2.756 1.991 3.273 0.0 0.0 0.0
O -3.920 2.208 3.267 0.0 0.0 0.0
C -1.926 1.344 2.190 0.3 0.1 0.3
C -0.601 1.248 2.531 -0.3 0.1 0.1
O 0.154 0.682 1.594 -0.2 -0.1 -0.3
C -0.299 1.807 3.893 0.0 0.0 0.0
O 0.750 1.859 4.443 0.0 0.0 0.0
O -2.208 0.858 1.001 0.3 -0.2 -0.4
```
Positions in Å, forces in eV/Å.

Properties
relative energy (zero: lowest compared OMol25 entry of this formula, charge and spin)	0.1	kJ/mol
total charge	+2
HOMO-LUMO gap (spin up / spin down)	5.0 / 5.0	eV
2S+1	2

[2]
This record from the Open Molecules 2025 dataset describes a 29-piece molecular cluster, C11H80NO28 overall at a distorted geometry. The level of theory is the ωB97M-V functional and the def2-TZVPD basis.

Structure (XYZ):
```
120
Properties=species:S:1:pos:R:3:forces:R:3
C -3.199 0.707 1.841 4.2 -0.1 0.6
C -2.643 -0.562 1.334 3.7 -2.5 2.2
C -1.626 -0.326 0.243 0.2 0.2 -0.2
C -0.379 0.332 0.680 0.0 2.2 3.7
N 0.784 0.489 -0.312 -2.7 -0.9 -2.3
C 1.718 1.340 0.291 3.0 -1.6 5.7
C 1.292 2.762 0.222 -0.9 1.3 1.4
C 0.387 2.865 -1.036 -2.2 0.8 -0.3
C 0.416 1.405 -1.432 -0.2 -0.2 -4.8
C 1.241 -0.940 -0.779 4.2 3.3 0.4
C 2.478 -0.946 -1.795 2.0 -0.1 1.4
C 2.954 -2.477 -2.003 -2.5 2.6 0.4
H -3.473 1.210 1.019 -1.8 2.3 -2.6
H -2.515 1.378 2.407 0.2 -0.6 -0.5
H -3.880 0.476 2.506 -4.3 -0.6 2.9
H -3.297 -1.220 0.810 -1.4 -0.2 0.3
H -2.138 -1.254 2.226 -1.3 1.8 -2.2
H -2.139 0.271 -0.453 -0.6 0.7 -1.6
H -1.363 -1.268 -0.179 0.1 -0.8 -0.6
H -0.181 -0.286 1.626 1.3 0.6 -1.5
H -0.541 1.418 1.223 0.2 -2.5 -1.9
H 2.710 1.380 -0.063 1.0 -1.2 -1.4
H 1.862 0.775 1.356 -0.1 2.2 -1.8
H 2.167 3.362 0.309 0.9 0.6 -1.0
H 0.934 3.053 1.210 -1.3 0.1 -0.3
H 0.649 3.576 -1.965 -0.1 -1.7 2.4
H -0.760 3.056 -0.863 2.3 0.3 0.4
H 1.131 1.343 -2.284 0.8 -0.5 1.2
H -0.389 1.133 -2.125 -0.9 -0.5 1.2
H 0.494 -1.294 -1.361 -2.9 -1.5 -0.9
H 1.506 -1.360 0.204 -0.3 -0.7 -0.8
H 3.367 -0.457 -1.320 -0.8 -0.2 0.0
H 2.445 -0.384 -2.797 -1.0 -1.1 1.5
H 3.302 -3.030 -1.159 1.6 0.4 0.6
H 3.430 -2.435 -2.941 1.2 -0.9 -0.7
H 2.041 -2.996 -2.087 -1.4 -0.9 -1.1
O -0.643 5.980 -0.639 1.5 4.2 -0.9
H -0.778 6.997 -0.494 0.4 -3.0 -0.3
H -1.303 5.545 -0.157 -1.7 -1.1 1.2
O -5.814 -2.037 2.110 -1.3 0.5 1.1
H -6.259 -2.539 2.879 0.7 1.7 -1.9
H -6.152 -1.082 2.002 0.4 -1.9 0.6
O -5.186 -2.125 -1.016 -1.1 -2.6 0.9
H -4.794 -3.058 -0.973 -0.8 2.0 -0.1
H -6.110 -2.286 -0.640 1.8 0.4 -0.6
O 3.379 -0.424 2.961 4.3 3.4 0.2
H 2.674 -1.003 3.005 -2.6 -3.1 0.9
H 4.062 -0.622 3.643 -1.2 -0.4 -0.6
O 1.676 -2.357 3.441 -2.7 2.4 0.1
H 1.406 -2.774 2.604 -0.1 -0.1 0.4
H 0.877 -1.616 3.646 3.2 -2.4 -0.9
O -0.928 -3.901 -1.231 -4.4 0.2 1.9
H -1.973 -3.730 -1.161 3.5 -0.7 -0.2
H -0.709 -3.479 -2.033 0.7 0.6 -1.8
O -0.597 2.188 4.273 0.8 0.8 -0.3
H 0.208 2.718 4.480 -0.5 -0.8 -0.3
H -1.133 2.332 5.044 -0.5 0.0 0.8
O -5.292 0.666 -1.265 -0.5 1.8 0.3
H -5.232 -0.263 -1.172 0.4 -1.8 0.0
H -4.577 1.039 -0.735 0.1 -0.1 -0.5
O -3.059 2.375 -1.926 1.9 -2.7 -6.6
H -2.982 3.055 -1.344 0.5 3.7 2.5
H -2.532 2.651 -2.862 -2.3 -0.9 4.2
O 1.117 -5.289 -3.536 -3.6 -1.0 4.8
H 1.619 -5.077 -4.221 3.7 1.5 -4.7
H 1.282 -6.205 -3.321 0.0 -0.4 0.0
O 5.778 -0.704 -3.014 4.0 1.2 0.5
H 6.721 -0.853 -3.389 -2.3 -0.5 0.1
H 6.167 -0.064 -2.343 -1.6 -0.8 -0.6
O 3.454 2.341 3.440 -3.4 -3.7 -0.2
H 3.571 1.318 3.502 -0.1 2.6 -0.4
H 4.229 2.800 3.530 3.1 1.3 0.4
O 1.079 -0.512 -5.024 1.2 -1.7 0.6
H 1.425 -1.442 -4.799 -0.7 2.1 -0.5
H 1.909 0.007 -5.141 -0.7 -0.5 0.0
O 2.473 2.376 -4.632 2.3 2.6 1.6
H 3.286 1.957 -4.202 -1.7 0.7 -0.9
H 2.662 3.403 -4.485 -0.8 -3.3 -0.6
O -3.516 -3.482 2.532 -1.0 1.6 0.0
H -4.224 -2.828 2.174 1.4 -1.4 0.8
H -3.237 -3.069 3.385 -0.1 -0.5 -1.1
O -1.944 -2.077 4.577 -1.8 0.9 -0.6
H -1.664 -2.512 5.341 1.7 -2.1 1.8
H -2.683 -1.664 5.048 -0.4 0.7 -0.8
O 3.902 -0.120 -5.121 1.7 1.3 -0.4
H 4.548 0.617 -5.408 -1.5 -2.0 0.6
H 4.424 -0.704 -4.531 -0.1 0.6 -0.3
O -0.393 5.740 -3.426 -0.7 1.1 -0.4
H -0.340 5.738 -2.459 -0.1 0.1 0.1
H -0.931 6.551 -3.626 0.8 -1.2 0.2
O 0.112 5.593 2.580 1.1 -1.8 -1.4
H 0.428 4.786 3.028 -0.3 0.8 -0.2
H -0.351 6.116 3.190 -0.9 1.0 1.5
O 2.294 -3.424 -5.498 3.7 0.8 0.1
H 2.732 -2.748 -6.078 -0.7 -1.0 0.7
H 1.399 -3.376 -5.661 -3.2 0.3 -0.9
O -3.005 4.396 0.128 0.5 -0.6 -1.2
H -3.468 5.222 0.091 -0.5 0.6 0.3
H -2.756 4.200 1.017 -0.1 0.0 1.3
O 5.661 -4.820 -0.422 -3.0 1.5 -2.9
H 4.818 -5.227 -0.203 0.3 -0.1 0.3
H 6.310 -5.110 0.127 2.6 -1.5 2.6
O 5.171 -1.435 1.057 -0.8 1.8 -0.3
H 5.203 -0.781 0.311 0.1 -1.1 1.0
H 4.572 -0.970 1.715 0.7 -0.8 -1.0
O -0.165 -3.303 1.501 -0.6 0.0 0.6
H -1.003 -3.688 1.768 -0.3 -0.2 1.6
H -0.424 -3.363 0.598 0.8 0.3 -2.2
O 1.363 -5.480 -0.623 -2.9 -0.5 4.8
H 1.575 -5.237 -1.451 1.4 1.3 -4.8
H 0.443 -5.081 -0.529 1.8 -1.0 0.0
O -6.515 0.933 1.212 0.0 -0.6 -0.3
H -6.221 1.828 1.371 0.0 0.3 0.2
H -6.287 0.790 0.264 -0.2 0.2 0.3
O -3.223 3.942 3.654 -1.0 -3.2 -2.2
H -2.530 3.264 3.725 0.1 1.3 0.5
H -3.164 4.761 4.058 1.1 1.9 1.6
O 0.147 -0.485 4.434 -0.3 2.2 -0.2
H -0.418 0.352 4.292 1.3 -1.8 0.1
H -0.428 -1.247 4.504 -1.0 0.2 0.2
```
Positions in Å, forces in eV/Å.

Properties
relative energy (zero: lowest compared OMol25 entry of this formula, charge and spin)	0.0	kJ/mol
total charge	+1
HOMO-LUMO gap	10.0	eV

[3]
This record from the Open Molecules 2025 dataset describes C11H84NO30 as an isolated structure at a distorted geometry. The level of theory is the ωB97M-V functional and the def2-TZVPD basis.

Structure (XYZ):
```
126
Properties=species:S:1:pos:R:3:forces:R:3
C 0.909 26.627 2.332 -12.7 3.8 -0.4
C 0.480 27.019 3.700 -1.1 -0.2 1.8
C 1.192 26.149 4.681 -0.9 -3.9 0.7
C 0.627 26.203 6.118 1.5 1.1 -1.5
N 1.319 25.180 7.060 0.3 2.8 2.8
C 0.905 23.864 6.753 -4.4 -3.9 -1.2
C 0.712 22.978 7.990 1.2 4.9 0.0
C 0.138 23.988 8.955 7.7 -1.0 1.3
C 0.739 25.336 8.498 1.0 -2.4 1.7
C 2.917 25.347 7.106 -3.3 3.5 5.3
C 3.457 26.796 7.526 -3.9 -1.9 -5.3
C 4.834 26.803 7.129 4.9 0.8 0.1
H 0.621 27.505 1.651 0.6 -2.0 0.7
H 0.465 25.685 1.998 -0.4 0.3 0.4
H 1.773 26.439 2.265 12.4 -2.0 -0.6
H -0.664 27.087 3.929 2.5 -1.0 -0.6
H 0.800 28.004 3.872 0.4 1.8 0.2
H 2.273 26.198 4.716 0.3 0.7 -0.3
H 0.991 25.094 4.283 0.3 1.0 0.7
H -0.466 26.141 6.059 0.4 -0.7 0.7
H 0.865 27.247 6.345 -0.1 -0.3 1.3
H 1.618 23.379 6.105 -0.4 0.0 -1.0
H -0.279 23.783 6.544 2.9 1.1 -1.3
H 1.689 22.770 8.189 2.5 -1.5 1.7
H 0.068 22.220 7.947 -2.0 -3.3 -1.0
H 0.504 23.641 9.987 0.4 0.9 -1.3
H -0.787 23.884 9.211 -6.3 0.1 -0.1
H 1.390 25.673 9.298 1.0 0.2 -0.8
H -0.073 25.913 8.605 -2.4 3.1 -1.1
H 3.256 25.028 6.282 2.1 -1.6 -7.1
H 3.434 24.672 7.744 -0.7 -0.9 1.5
H 3.251 26.818 8.469 -0.9 0.5 6.0
H 2.713 27.535 7.049 1.8 -0.6 0.4
H 5.475 27.731 7.482 -1.5 -1.7 -0.7
H 4.822 26.767 6.062 0.5 0.5 -1.0
H 5.542 25.889 7.356 -1.8 1.4 0.2
O 3.711 30.067 8.997 1.9 -3.7 2.6
H 3.918 30.708 8.304 1.4 -0.7 0.3
H 4.496 29.312 9.437 -3.2 4.3 -2.9
O 0.312 29.848 7.226 -1.8 1.8 -3.3
H 1.012 30.397 6.837 0.5 -0.2 0.9
H -0.365 30.120 6.469 1.3 -1.7 2.4
O 3.059 19.876 8.168 -1.1 0.1 -1.0
H 2.216 20.072 7.683 0.7 -0.4 0.6
H 3.723 20.181 7.553 0.5 0.0 -0.2
O 3.642 28.551 2.233 1.4 2.0 0.3
H 3.363 29.125 3.036 0.9 -1.3 -1.5
H 4.551 28.892 1.905 -2.4 -0.6 0.9
O 3.157 21.221 10.443 0.5 -1.9 5.4
H 3.190 20.863 9.632 0.3 -3.4 -4.4
H 3.006 22.056 10.176 -0.9 5.1 -0.4
O 7.324 28.689 6.267 0.4 -2.6 -1.8
H 7.082 27.712 6.048 0.1 1.8 0.7
H 8.074 28.731 5.635 -0.4 0.6 0.6
O 1.169 28.231 -0.372 0.1 -1.1 -0.7
H 1.747 28.676 0.229 0.7 0.8 0.6
H 0.529 28.805 -0.762 0.5 0.7 -0.5
O 0.312 23.003 3.644 -6.9 -0.2 3.9
H 1.218 23.052 3.430 -0.5 1.1 -0.4
H -0.212 23.255 2.886 0.2 -0.2 -0.3
O -1.683 26.835 9.476 -1.6 2.6 -1.6
H -1.691 27.802 9.671 -0.1 -1.0 -0.4
H -1.196 26.505 10.187 1.4 -1.3 2.1
O 7.092 30.367 8.504 -0.3 -0.3 -0.1
H 7.284 29.889 7.662 -0.4 0.0 1.0
H 6.557 29.784 9.077 0.7 0.3 -0.7
O -1.334 29.235 4.970 -2.6 3.3 1.2
H -1.624 28.403 4.559 -0.6 0.8 0.1
H -2.147 29.940 5.215 2.9 -3.6 -1.4
O 1.950 25.591 0.057 4.9 2.5 -1.6
H 1.101 25.133 -0.028 3.5 0.1 0.2
H 1.728 26.472 -0.355 0.8 -1.3 0.8
O -0.517 25.260 11.513 -4.2 0.0 -2.1
H 0.095 25.075 12.141 3.2 -0.6 3.0
H -1.296 24.718 11.806 0.9 0.8 -0.6
O -2.757 25.243 7.216 -0.9 2.0 2.8
H -2.509 26.034 7.815 -0.2 -1.9 -1.4
H -2.265 25.194 6.427 1.1 0.4 -1.5
O -0.908 21.650 5.755 1.2 0.1 -2.9
H -0.475 21.845 4.859 -1.6 1.6 0.8
H -0.311 20.911 5.798 -0.6 -0.7 2.0
O 3.536 23.861 10.441 -3.6 0.8 -2.5
H 4.371 23.822 10.077 2.9 -0.2 0.0
H 3.403 23.871 11.349 0.7 -0.1 2.4
O 3.099 21.290 4.836 -2.3 -2.3 -0.9
H 2.593 20.428 4.590 1.0 2.3 0.6
H 3.938 20.890 5.010 1.3 0.0 0.2
O 5.042 26.442 3.473 -0.4 -4.7 -0.2
H 4.606 25.566 3.005 1.2 3.5 0.8
H 4.631 27.200 3.098 -1.1 0.8 -0.8
O -2.762 22.583 7.711 -0.3 1.9 -1.0
H -2.988 23.515 7.331 0.5 -2.2 1.4
H -2.022 22.304 7.149 -0.4 -0.2 0.0
O 7.091 25.856 5.224 8.0 0.9 2.5
H 8.032 25.711 4.732 -3.9 0.4 1.5
H 6.411 25.653 4.695 -3.9 -0.9 -3.9
O -2.372 24.933 4.470 -2.0 -2.4 5.7
H -1.804 24.919 3.815 4.4 0.1 -5.1
H -2.993 25.585 4.367 -2.3 2.4 -0.6
O -0.020 25.186 -0.042 -13.1 0.7 0.5
H -0.536 25.762 -0.692 1.2 -1.1 0.7
H -0.664 25.271 0.784 2.1 -0.3 -2.1
O 1.365 28.535 9.484 -5.1 0.6 0.1
H 2.203 28.804 9.163 0.8 1.4 -0.9
H 0.530 29.147 9.130 4.2 -2.2 0.9
O 0.367 22.594 0.200 0.0 2.6 0.9
H 0.130 23.589 -0.017 0.5 -3.4 -0.1
H 0.113 22.002 -0.494 -0.3 -0.1 -0.7
O 2.090 22.911 2.601 4.4 0.9 -6.7
H 2.400 22.429 3.298 2.8 -2.8 2.7
H 1.946 22.306 1.839 -0.2 0.5 0.5
O 3.764 24.727 1.481 5.5 -1.3 4.0
H 3.368 23.957 1.835 -0.2 -1.3 0.9
H 3.135 24.980 0.919 -4.0 2.7 -4.2
O 3.235 29.307 4.835 5.7 -3.3 -1.1
H 2.604 29.883 5.032 -4.1 4.0 1.5
H 4.126 29.687 5.094 -1.6 -0.6 -0.3
O -1.594 27.695 2.334 -3.7 -2.3 -0.4
H -2.209 27.114 1.738 1.6 1.7 1.8
H -1.275 28.319 1.700 0.4 0.4 -0.4
O -1.425 28.232 0.000 6.7 -1.8 -1.4
H -2.175 28.647 -0.039 -7.8 3.1 -0.3
H -0.876 28.992 -0.266 0.0 -0.7 0.2
O 0.628 19.680 6.558 1.2 1.7 -0.6
H 0.674 19.739 5.603 0.7 0.7 -0.7
H 0.354 18.810 6.509 -1.2 -3.5 1.3
```
Positions in Å, forces in eV/Å.

Properties
relative energy (zero: lowest compared OMol25 entry of this formula, charge and spin)	774.5	kJ/mol
total charge	+1
HOMO-LUMO gap	8.4	eV

[4]
This record from the Open Molecules 2025 dataset describes a 2-piece molecular cluster, C11H8Cl2N4O2 overall at a distorted geometry. The level of theory is the ωB97M-V functional and the def2-TZVPD basis.

Structure (XYZ):
```
27
Properties=species:S:1:pos:R:3:forces:R:3
N 3.732 -0.036 1.170 -2.2 1.4 -0.5
C 2.769 0.589 0.942 2.4 -1.6 0.5
C 1.593 1.350 0.693 -1.2 -0.8 0.8
C 0.377 0.940 1.171 1.8 0.5 -0.2
C 0.261 -0.234 1.955 -0.3 -2.8 1.7
N 0.161 -1.195 2.619 0.3 2.3 -1.4
C -0.846 1.745 1.001 -1.9 -0.7 0.1
O -1.943 1.284 1.320 2.0 1.1 -0.5
C -0.657 3.087 0.389 0.8 0.4 -0.5
Cl -2.038 4.079 0.340 0.0 0.0 0.0
C 0.552 3.486 -0.111 -1.0 -0.1 0.5
Cl 0.784 5.028 -0.790 0.0 -0.1 -0.1
C 1.769 2.627 -0.016 1.5 0.9 -0.8
O 2.868 2.965 -0.447 -2.0 -0.5 0.7
C -1.759 -1.973 0.010 0.1 0.5 0.0
N -0.499 -1.565 -0.631 -0.7 -0.4 -0.3
C -0.609 -0.499 -1.631 0.2 -0.2 0.2
N 0.370 -2.510 -1.060 0.8 -0.8 0.2
C 0.380 -3.734 -0.681 -0.2 0.3 -0.1
H -2.586 -1.542 -0.573 0.1 -0.4 0.2
H -1.841 -3.066 0.067 -0.1 0.5 0.0
H -1.799 -1.538 1.015 -0.2 -0.4 -0.1
H -1.663 -0.324 -1.876 0.3 0.1 0.0
H -0.154 0.425 -1.250 -0.2 0.0 -0.3
H -0.060 -0.830 -2.519 -0.2 0.3 0.1
H 1.228 -4.332 -1.051 -0.6 0.3 0.1
H -0.392 -4.226 -0.059 0.6 0.3 -0.1
```
Positions in Å, forces in eV/Å.

Properties
relative energy (zero: lowest compared OMol25 entry of this formula, charge and spin)	1.3	kJ/mol
HOMO-LUMO gap	5.3	eV
structure (SMILES)	N#CC1=C(C#N)C(=O)C(Cl)=C(Cl)C1=O.C=NN(C)C

[5]
This record from the Open Molecules 2025 dataset describes one molecule with the formula C11H8IN5O at a distorted geometry. The level of theory is the ωB97M-V functional and the def2-TZVPD basis.

Structure (XYZ):
```
26
Properties=species:S:1:pos:R:3:forces:R:3
I -1.248 5.191 -0.010 0.4 -1.7 -1.1
N 1.120 -3.136 2.933 -1.0 0.3 -0.7
N -0.116 -4.127 1.220 0.2 -2.4 0.9
N -0.887 -2.166 0.042 0.4 -0.2 1.2
O 1.259 -0.196 3.090 -0.9 0.4 -1.4
C 0.680 -4.249 2.367 0.1 -0.1 -0.6
C -0.267 -2.859 1.075 0.5 2.0 0.0
C -0.791 -0.867 0.071 0.8 -2.3 0.8
C 0.496 -2.211 2.109 -0.3 2.7 -0.7
C 0.561 -0.809 2.092 0.2 -3.2 1.4
C 0.668 2.314 -2.882 -0.9 -0.2 0.2
C 0.235 3.455 -2.217 0.7 0.7 0.0
C 0.133 1.058 -2.554 1.2 0.0 -1.0
C -1.121 2.110 -0.813 -0.7 -0.3 0.0
C -0.691 3.363 -1.175 0.7 0.9 0.2
C -0.747 0.937 -1.500 0.4 2.0 -0.2
N -0.158 -0.150 1.113 0.1 -0.3 -0.8
N -1.242 -0.288 -1.093 -0.2 0.8 1.1
H 1.519 -0.931 3.681 0.0 0.2 -0.2
H 0.992 -5.227 2.747 -0.3 0.4 -0.3
H 1.387 2.431 -3.688 -0.1 -0.2 0.2
H 0.729 4.391 -2.492 -0.5 -0.2 0.2
H 0.498 0.189 -3.126 -0.4 0.3 0.5
H -1.848 2.007 -0.040 -0.4 -0.1 0.6
H 0.154 0.761 0.845 0.0 0.8 0.2
H -1.317 -0.992 -1.794 -0.1 -0.5 -0.4
```
Positions in Å, forces in eV/Å.

Properties
relative energy (zero: lowest compared OMol25 entry of this formula, charge and spin)	24.1	kJ/mol
HOMO-LUMO gap	8.2	eV
structure (SMILES)	Oc1[nH]c(Nc2cccc(I)c2)nc2ncnc1-2

| no. | total energy (Ha) |
| --- | --- |
| 1 | -1007.0640 |
| 2 | -2628.0803 |
| 3 | -2780.5681 |
| 4 | -1713.7161 |
| 5 | -1070.6887 |